Density functional theory data (ωB97M-V/def2-TZVPD) for 10 unconnected molecules or ions with the total composition C14H36N13O21.

Output
HOMO energy	-12.8	eV
molecular weight	722.51	Da
gap between HOMO and LUMO	9.56	eV
total energy	-2845.7965	Ha

Geometry as ORCA input:
```
! wB97M-V def2-TZVPD RIJCOSX def2/J DEFGRID3
* xyz 1 1
N -0.7430 2.1853 -0.0328
C 0.2371 1.3932 0.4184
N 0.8155 1.3606 1.6203
C 1.7689 0.4374 1.5814
C 2.6962 0.0884 2.6841
C 3.6271 1.2630 3.0578
C 4.2306 1.9788 1.8819
O 3.9897 3.1022 1.5674
O 5.1053 1.2245 1.1526
N 1.7882 -0.1587 0.3751
N 0.8397 0.4722 -0.3683
O 0.5467 0.1312 -1.6415
H -0.7200 3.1704 0.1874
H -1.5615 1.8358 -0.5013
H 3.2950 -0.7787 2.4173
H 2.0718 -0.1477 3.5492
H 3.0533 2.0147 3.5976
H 4.3898 0.8126 3.6909
H 5.1702 1.6786 0.2967
H 2.3442 -0.9362 0.0428
H 1.2879 0.4136 -2.2070
C 7.0956 -1.6042 0.7339
N 5.7173 -2.1549 0.7319
O 5.0250 -1.9575 1.7117
O 5.3482 -2.7627 -0.2521
H 7.2377 -1.0713 1.6661
H 7.7804 -2.4399 0.6244
H 7.1709 -0.9392 -0.1207
C -4.5291 4.2535 1.7337
N -3.3132 4.1560 0.8851
O -3.4190 4.0991 -0.3235
O -2.2438 4.1251 1.4679
H -5.4121 4.2803 1.1086
H -4.5248 3.3760 2.3730
H -4.4227 5.1539 2.3306
C -5.5195 1.5461 -2.4882
N -5.5855 1.3294 -1.0159
O -5.2938 0.2375 -0.5715
O -5.9398 2.2800 -0.3498
H -5.2423 0.6229 -2.9849
H -6.5072 1.8765 -2.7968
H -4.8001 2.3423 -2.6568
C 0.8509 4.4871 -2.0888
N 0.9645 4.7533 -3.5507
O 0.6811 3.8382 -4.3006
O 1.3415 5.8511 -3.8832
H 0.4972 3.4706 -1.9780
H 1.8372 4.6300 -1.6549
H 0.1506 5.2067 -1.6736
C -9.0273 1.6571 2.1275
N -8.6978 3.1009 1.9688
O -9.1859 3.6977 1.0354
O -7.9400 3.5810 2.7896
H -9.6973 1.3747 1.3251
H -8.0904 1.1103 2.0844
H -9.4917 1.5378 3.1013
C -0.6034 -3.0592 -2.3236
N 0.1919 -4.1797 -2.8977
O -0.0168 -4.4919 -4.0476
O 1.0096 -4.6913 -2.1594
H -1.2732 -2.6782 -3.0842
H -1.1476 -3.4482 -1.4681
H 0.1046 -2.3012 -2.0095
C 4.6083 -5.9593 -0.4045
N 4.0788 -6.7695 0.7267
O 3.2070 -7.5764 0.4994
O 4.5642 -6.5447 1.8197
H 4.0945 -6.2500 -1.3129
H 4.4275 -4.9205 -0.1552
H 5.6743 -6.1546 -0.4665
C 6.1470 -2.7788 5.1797
N 5.8330 -1.3349 5.0055
O 6.7460 -0.5470 4.8996
O 4.6537 -1.0346 4.9663
H 7.2241 -2.8911 5.1894
H 5.6990 -3.0939 6.1169
H 5.6833 -3.3055 4.3508
C -5.6441 -2.4165 -5.5991
N -5.1488 -1.0148 -5.5203
O -5.5168 -0.2295 -6.3599
O -4.3994 -0.7369 -4.5953
H -6.2957 -2.4916 -6.4605
H -4.7778 -3.0635 -5.6957
H -6.1705 -2.6238 -4.6725
*
```

Density functional theory data (ωB97M-V/def2-TZVPD) for C6H4N2O7 in the gas phase at a distorted geometry.

Output
HOMO energy (alpha / beta)	-6.7 / -10.8	eV
molecular weight	216.11	Da
gap between HOMO and LUMO (alpha / beta)	5.02 / 7.49	eV
total energy	-866.8463	Ha

Geometry as ORCA input:
```
! wB97M-V def2-TZVPD RIJCOSX def2/J DEFGRID3
* xyz 0 3
C 1.1037 0.6857 1.0753
C 1.5155 -0.4644 0.6343
C 0.9691 -1.1621 -0.5471
C -0.5611 -1.0306 -0.7771
C -0.0391 1.5618 0.6472
C -1.1955 0.3727 -0.7883
N 2.7030 -1.0189 1.3116
N -2.4877 0.4174 -0.9948
O 2.7292 -2.2519 1.3642
O -3.1238 -0.5715 -1.3033
O 1.5604 -1.9255 -1.2580
O 3.4783 -0.2160 1.7124
O -3.0679 1.6718 -0.8445
O -0.3918 1.4785 -0.7556
O -0.5566 2.3322 1.2997
H 1.6119 1.2224 1.8581
H -0.8513 -1.5014 -1.7506
H -1.0470 -1.7985 -0.2058
H -2.3495 2.1985 -0.6779
*
```

Density functional theory data (ωB97M-V/def2-TZVPD) for a molecular structure, C5H12N2O at a distorted geometry.

Output
HOMO energy	-7.5	eV
molecular weight	116.16	Da
gap between HOMO and LUMO	7.93	eV
total energy	-382.3345	Ha

Geometry as ORCA input:
```
! wB97M-V def2-TZVPD RIJCOSX def2/J DEFGRID3
* xyz 0 1
C -1.7432 -1.5517 -0.5377
C -1.5336 -0.3096 0.2795
N -0.9169 0.8247 -0.4751
O -2.0858 -0.0679 1.3267
H -1.0835 1.6797 0.0512
H -1.2257 0.9379 -1.4426
H -2.0895 -2.3511 0.1126
H -2.4901 -1.3534 -1.3125
H -0.8346 -1.8787 -1.0359
C 1.7213 1.6289 -0.0287
C 0.7994 -0.4934 1.3412
C 0.8733 0.4355 -0.4021
N 1.2878 -0.2811 -1.3832
H 0.6781 -1.0527 -1.6331
H 1.3114 2.1924 0.8079
H 1.8587 2.2590 -0.9114
H 2.7236 1.2965 0.2328
H 0.5842 0.2208 2.1361
H 1.8692 -0.6951 1.3492
H 0.2958 -1.4407 1.5251
*
```

Density functional theory data (ωB97M-V/def2-TZVPD) for a molecular structure, C15H17IN4O2S3Sm at a distorted geometry.

Output
HOMO energy (alpha / beta)	-5.3 / -5.3	eV
molecular weight	658.79	Da
gap between HOMO and LUMO (alpha / beta)	7.58 / 7.59	eV
total energy	-3101.7119	Ha

Geometry as ORCA input:
```
! wB97M-V def2-TZVPD RIJCOSX def2/J DEFGRID3
* xyz -1 6
Sm -1.1369 0.8681 1.5304
O 0.8898 -0.0532 1.0877
N 2.0088 -0.0472 1.8024
C 3.1764 -0.0774 1.1189
C 4.3703 -0.0886 1.7770
C 4.3480 -0.0756 3.1815
C 3.1560 -0.0420 3.8456
C 1.9141 -0.0165 3.1614
S 0.4007 0.0608 3.9280
H 3.0452 -0.0887 0.0478
H 5.2884 -0.1055 1.2094
H 5.2738 -0.0858 3.7423
H 3.1144 -0.0191 4.9250
S -2.5362 2.4202 -0.4783
C -2.5503 1.7066 -2.0381
C -3.5918 2.1732 -2.9447
N -4.4176 2.5472 -3.6518
C -1.6752 0.7910 -2.5331
S -0.3195 0.2906 -1.5488
C -1.7718 0.2959 -3.8785
N -1.7921 -0.1208 -4.9526
N -2.9006 4.0795 2.3886
C -2.2686 2.9150 2.7924
O -1.0039 2.8143 2.4196
C -2.8960 1.8546 3.3800
I -2.9686 -1.4701 1.2168
H -2.4926 4.4443 1.5396
H -3.9046 4.0089 2.3235
H -3.9597 1.8874 3.5663
H -2.3275 1.1012 3.9140
C 0.0258 -3.5446 -3.0616
C 0.4379 -2.0983 -2.8200
C 1.9282 -1.9870 -2.5223
C -0.3808 -1.5149 -1.6692
H 0.6198 -4.0013 -3.8564
H -1.0261 -3.6106 -3.3433
H 0.1686 -4.1448 -2.1578
H 0.2276 -1.5209 -3.7241
H 2.1995 -2.6090 -1.6631
H 2.2072 -0.9559 -2.2912
H 2.5322 -2.3076 -3.3739
H 0.0160 -1.8578 -0.7087
H -1.4284 -1.8155 -1.6807
*
```

Density functional theory data (ωB97M-V/def2-TZVPD) for 2 unconnected molecules or ions with the total composition CHNO4 at a distorted geometry.

Output
HOMO energy (alpha / beta)	-10.9 / -10.9	eV
molecular weight	91.02	Da
gap between HOMO and LUMO (alpha / beta)	8.75 / 8.71	eV
total energy	-394.0403	Ha

Geometry as ORCA input:
```
! wB97M-V def2-TZVPD RIJCOSX def2/J DEFGRID3
* xyz 0 1
C -0.9932 -0.3059 -0.1162
N -1.5856 1.0214 -0.0885
O -0.7958 1.9331 -0.1196
O -1.3769 -2.5281 -0.0668
O -2.7848 1.0962 -0.0193
O -1.7220 -1.3070 -0.1094
H 0.6040 0.0047 0.0022
*
```

Density functional theory data (ωB97M-V/def2-TZVPD) for 12 unconnected molecules or ions with the total composition C42H84O24 at a distorted geometry.

Output
HOMO energy (alpha / beta)	-10.9 / -10.9	eV
molecular weight	973.11	Da
gap between HOMO and LUMO (alpha / beta)	8.35 / 2.47	eV
total energy	-3455.8833	Ha

Geometry as ORCA input:
```
! wB97M-V def2-TZVPD RIJCOSX def2/J DEFGRID3
* xyz 1 2
C -0.7287 3.0391 -3.2446
C -0.2432 2.1498 -4.3496
C 0.5202 3.0846 -5.3124
O 0.1654 4.4020 -4.9307
C -0.1255 4.3741 -3.5470
H -0.1465 2.6549 -2.4071
H -1.7853 2.9533 -2.9909
H -1.0377 1.6169 -4.8720
H 0.4430 1.3711 -4.0167
H 0.2870 2.9469 -6.3682
H 1.5963 3.0924 -5.1393
H -0.8079 5.2070 -3.3774
H 0.7640 4.7059 -3.0116
C 4.1278 -2.1892 -2.6986
C 3.1208 -1.9320 -1.6001
C 2.9471 -0.4112 -1.7477
O 4.2619 0.0155 -2.1607
C 5.0951 -1.0049 -2.6516
H 3.6462 -2.2204 -3.6759
H 4.8752 -2.9769 -2.6032
H 3.5676 -2.1372 -0.6273
H 2.2270 -2.5555 -1.6218
H 2.6589 -0.1555 -0.7281
H 2.1463 -0.2920 -2.4775
H 5.8955 -1.1525 -1.9266
H 5.5361 -0.7286 -3.6094
C -4.0311 2.2526 -0.5480
C -5.1425 1.3342 -0.3411
C -6.1937 2.1127 0.4630
O -6.1408 3.2967 -0.3963
C -4.8316 3.5956 -0.8135
H -3.3126 1.9085 -1.2919
H -3.3910 2.2984 0.3331
H -4.7699 0.4607 0.1940
H -5.4187 0.9689 -1.3303
H -5.9752 2.5237 1.4487
H -7.1884 1.6709 0.4045
H -4.3347 4.2584 -0.1050
H -4.8484 3.9628 -1.8396
C -2.4926 -0.6411 4.1124
C -3.1278 0.1032 2.9480
C -2.9472 1.6087 3.3164
O -2.2870 1.5458 4.6149
C -1.5636 0.3664 4.8066
H -1.8388 -1.4131 3.7065
H -3.1993 -1.0835 4.8146
H -4.1682 -0.1592 2.7561
H -2.7095 -0.1498 1.9738
H -3.8401 2.2334 3.2919
H -2.2190 2.0295 2.6229
H -1.2817 0.1865 5.8441
H -0.6239 0.4603 4.2623
C -0.5972 6.5274 1.0586
C -1.5258 6.2092 2.1993
C -1.3600 4.6698 2.2780
O 0.0525 4.5197 2.2133
C 0.6447 5.6463 1.4529
H -0.3570 7.5858 0.9577
H -1.0359 6.2671 0.0954
H -2.5897 6.4113 2.0752
H -1.1765 6.5803 3.1628
H -1.9401 4.1315 1.5284
H -1.7441 4.3456 3.2452
H 1.0977 5.3507 0.5065
H 1.3848 6.1863 2.0433
C 1.1743 -3.1862 3.2566
C 2.2068 -2.1100 2.8222
C 2.2121 -1.0148 3.9277
O 1.0547 -1.3175 4.6399
C 0.7353 -2.6888 4.6397
H 1.7065 -4.1314 3.3640
H 0.3519 -3.1797 2.5413
H 2.0014 -1.8171 1.7926
H 3.2146 -2.5161 2.7352
H 2.0983 0.0121 3.5804
H 3.0516 -1.1589 4.6079
H -0.3161 -2.8515 4.8767
H 1.1915 -3.2896 5.4265
C 1.4786 -5.8198 -3.9181
O 0.6936 -4.8123 -3.3575
C 0.8058 -3.6083 -3.9468
O 1.5314 -3.2518 -4.8722
O -0.2718 -2.8668 -3.4757
C -0.6843 -1.6368 -4.0753
H 0.9253 -6.4947 -4.5712
H 1.9717 -6.4337 -3.1643
H 2.3133 -5.4748 -4.5283
H -0.6180 -1.8398 -5.1442
H -0.0892 -0.7679 -3.7943
H -1.7513 -1.4960 -3.9031
C 2.8196 -9.9324 0.1164
O 1.9656 -8.7489 0.1738
C 0.9577 -8.5234 -0.6813
O 0.5618 -9.1710 -1.6810
O 0.5097 -7.3785 -0.3129
C -0.5569 -6.7890 -0.9256
H 2.7367 -10.5131 -0.8023
H 2.7128 -10.7701 0.8056
H 3.8695 -9.6394 0.1205
H -0.3281 -6.5057 -1.9530
H -0.8703 -5.8759 -0.4195
H -1.4022 -7.4767 -0.9024
C -5.5953 -7.8019 0.3342
O -5.8483 -6.7404 1.2580
C -4.8959 -5.7569 1.5506
O -3.7700 -5.7265 1.0734
O -5.5572 -4.7071 2.0267
C -4.8732 -3.4729 2.0179
H -6.4999 -8.3857 0.1642
H -4.6663 -8.2774 0.6488
H -5.4009 -7.2751 -0.6000
H -4.1075 -3.5848 2.7856
H -5.4966 -2.6370 2.3355
H -4.4370 -3.1477 1.0734
C 4.5328 4.9067 2.5216
O 3.5022 4.8070 3.4592
C 2.8925 3.6762 3.6054
O 3.0174 2.6138 3.0250
O 1.9633 3.8891 4.6071
C 1.1253 2.8877 4.9723
H 4.9107 3.8925 2.3928
H 5.2837 5.6458 2.8009
H 4.0606 5.2270 1.5928
H 0.1832 3.0533 4.4498
H 0.9412 2.9289 6.0459
H 1.4396 1.8958 4.6475
C 0.4459 1.9650 -0.0023
O 0.2143 0.6077 0.4122
C -0.4475 -0.2468 -0.3091
O -1.0239 0.0296 -1.3716
O -0.4340 -1.3730 0.3539
C -1.2114 -2.4882 0.0190
H 1.0673 2.0604 -0.8927
H 1.1005 2.4269 0.7368
H -0.4951 2.4800 -0.1957
H -1.4146 -2.4151 -1.0494
H -2.1652 -2.4195 0.5421
H -0.6445 -3.3598 0.3462
C 4.5930 6.2913 -5.2388
O 4.8542 5.7028 -4.0393
C 4.0751 5.5335 -3.0812
O 2.8668 5.9501 -3.0560
O 4.7223 4.9040 -2.1116
C 4.0168 4.6181 -0.8921
H 3.5176 6.2858 -5.4163
H 5.1039 5.6489 -5.9560
H 4.9081 7.3347 -5.2247
H 3.2718 3.8402 -1.0591
H 3.6854 5.5692 -0.4752
H 4.7427 4.2008 -0.1942
*
```